DFT (ωB97M-V/def2-TZVPD) results for C19H25ClN2O6S as an isolated structure in a non-equilibrium geometry.

Computed properties:
calculated total energy: -2157.6879 Ha
energy relative to the best compared isomer or geometry (same formula, charge and spin): 441.3 kcal per mole
Kohn-Sham gap: 8.260 eV

```
! RIJCOSX wB97M-V def2-TZVPD def2/J DEFGRID3
* xyz 0 1
C -0.265 -1.470 -1.186
H 0.864 -2.227 -2.631
C 4.087 2.111 0.077
C -0.624 -1.681 0.261
C 1.922 2.053 -1.312
H -4.691 1.011 1.627
O 0.582 -4.573 -0.323
H -2.505 -0.144 2.282
C 4.452 -0.782 -0.225
N 1.360 3.214 -0.680
H -5.775 0.214 0.634
C -0.532 0.352 0.961
C -0.761 2.870 -0.535
H -3.246 0.277 -0.222
H 2.655 -0.648 -1.426
H -4.325 -2.459 0.243
H 5.821 2.124 1.042
C 3.144 1.552 -0.962
O -0.757 2.820 0.942
O 0.630 0.753 0.773
H -4.686 -1.285 -1.130
C -4.961 0.005 1.234
H -3.178 -2.089 -0.969
C 0.609 -2.069 0.902
H -2.332 1.593 1.457
H -0.376 -3.255 -2.273
O 2.617 -3.412 -0.709
H -1.276 -2.527 0.231
C 0.119 3.605 -1.293
H 0.078 4.681 -0.658
H -1.252 -0.995 -1.829
N -1.330 -0.530 0.879
H -1.142 1.943 2.761
C -2.635 -0.610 1.497
O -1.684 2.066 -0.867
H 0.057 3.480 -2.449
H -2.615 -1.939 1.878
C -4.026 -1.660 -0.302
H 3.944 3.332 0.029
O 1.325 1.456 -2.142
Cl 6.701 -0.514 1.316
S 1.150 -3.379 -0.488
C 0.467 -2.622 -1.895
C -3.651 -0.628 0.303
H 0.718 -2.828 1.895
C -1.303 1.773 1.456
H 1.310 -1.321 1.122
H 0.442 -0.639 -1.238
C 5.360 0.345 0.477
C 3.453 0.036 -0.853
H 4.549 -1.792 -0.331
H 1.803 3.522 0.149
C 5.063 1.519 0.724
H -5.352 -0.629 1.776
*
```